Molecular formula: C2H3N5O
Method: DFT, wB97M-V/def2-TZVPD

Properties
F_max ... 7.133 eV/A
Total energy ... -11614.0375 eV
Kohn-Sham gap ... 0.321 hartree
Structure (SMILES) ... [H]/N=c1\nnncn1O
Charge ... 0

```
11
C2H3N5O | OMol25 | wB97M-V/def2-TZVPD
O 0.86 1.61 0.08
H -0.71 1.50 -1.71
H 0.93 -0.74 2.72
C -0.71 0.47 -1.23
N -0.41 -1.74 -0.01
H 0.95 1.63 1.13
N 0.31 0.38 -0.31
C 0.33 -0.63 0.47
N -1.20 -1.71 -1.00
N 0.90 -0.18 1.59
N -1.25 -0.59 -1.73
```



Molecular formula: C2H3N5O
Method: DFT, wB97M-V/def2-TZVPD

Properties
F_max ... 6.081 eV/A
Total energy ... -11615.2796 eV
Kohn-Sham gap ... 0.348 hartree
Structure (SMILES) ... [H]/N=C/Nc1nnon1
Charge ... 0

```
11
C2H3N5O | OMol25 | wB97M-V/def2-TZVPD
N -2.09 -0.79 -0.92
O -2.05 -0.98 0.38
H 1.57 0.43 1.49
C 1.96 0.59 0.51
C -0.30 0.03 0.08
H 0.76 1.12 -1.14
N 3.10 1.16 0.16
N -0.93 -0.15 -1.19
H 3.93 0.99 0.92
N 0.94 0.39 -0.29
N -0.99 -0.39 1.11
```



Molecular formula: C2H3N5O3
Method: DFT, wB97M-V/def2-TZVPD

Properties
F_max ... 4.380 eV/A
Total energy ... -15707.1628 eV
Kohn-Sham gap ... 0.264 hartree
Charge ... 0

```
13
C2H3N5O3 | OMol25 | wB97M-V/def2-TZVPD
H 0.54 -0.74 -0.10
N -2.77 1.22 -1.24
C -1.45 -0.29 -1.66
O 1.55 1.53 -1.05
H -0.84 -1.17 -2.04
N -2.55 0.24 -2.06
O 2.37 -0.38 -1.35
N 2.53 0.84 -1.50
N -1.91 1.37 -0.34
O 3.48 1.32 -2.01
C 0.17 0.24 0.10
N -0.87 0.48 -0.64
H 0.51 0.90 0.94
```



Molecular formula: C2H3N5S
Method: DFT, wB97M-V/def2-TZVPD

Properties
F_max ... 2.208 eV/A
Total energy ... -20406.4642 eV
Kohn-Sham gap ... 0.329 hartree
Structure (SMILES) ... [H]/N=C/n1nn[nH]c1=S
Charge ... 0

```
11
C2H3N5S | OMol25 | wB97M-V/def2-TZVPD
N -1.27 -1.39 -0.01
N -2.22 -0.56 0.00
C -0.24 0.65 -0.02
H -2.16 1.47 0.23
S 0.82 1.90 -0.01
H 3.03 -1.73 0.07
C 1.12 -1.58 0.00
N 2.26 -1.06 0.02
N -0.07 -0.77 0.00
H 0.80 -2.64 -0.04
N -1.59 0.67 0.00
```



Molecular formula: C2H3N6
Method: DFT, wB97M-V/def2-TZVPD

Properties
F_max ... 5.199 eV/A
Total energy ... -11051.4376 eV
Kohn-Sham gap ... 0.311 hartree
Structure (SMILES) ... N#[N+][C@]1(N)N=CN=N1
Charge ... +1

```
11
C2H3N6 | OMol25 | wB97M-V/def2-TZVPD
C 0.27 1.86 -0.81
H -0.73 -1.55 -0.10
C 0.91 -0.24 0.01
H -0.22 -1.25 1.44
N 0.51 0.66 -1.18
H -0.09 2.63 -1.59
N 0.07 -1.25 0.46
N 2.28 -0.52 -0.22
N 0.55 2.05 0.60
N 0.88 1.09 1.19
N 3.37 -0.32 -0.23
```



Molecular formula: C2H3NO
Method: DFT, wB97M-V/def2-TZVPD

Properties
F_max ... 3.629 eV/A
Total energy ... -5657.5321 eV
Kohn-Sham gap ... 0.410 hartree
Structure (SMILES) ... [H]/N=C1/CO1
Charge ... 0

```
7
C2H3NO | OMol25 | wB97M-V/def2-TZVPD
H 1.41 0.77 0.93
O 0.74 -1.03 0.01
H -2.17 -0.83 0.09
N -1.58 -0.05 -0.02
C -0.38 -0.06 0.05
C 0.87 0.49 0.00
H 1.11 0.71 -1.06
```



> F_max of number 2 (C2H3N5O)?

6.081 eV/A